*w*
The following is a quantum chemistry calculation of C2H5NO2 in the gas phase, from OMol25.

SMILES string = NCC(=O)O
LUMO level = 0.0220 Eh
HOMO energy = -10.4 eV
molecular weight = 75.067 g/mol

Geometry (Å):
C1 0.39273 0.34371 -0.40129
C2 0.11466 -1.12285 -0.31390
H1 -1.20551 0.85422 0.40787
H2 -0.12578 2.08994 0.47197
H3 1.47468 0.53409 -0.48180
H4 0.01027 0.65051 -1.37457
H5 -0.47162 -0.93021 1.41941
N1 -0.25112 1.07196 0.64043
O1 0.34400 -1.86054 -1.21504
O2 -0.28232 -1.63083 0.84691


*x*
The following is a quantum chemistry calculation of C2H5NO2 as an isolated structure, from OMol25.

LUMO level = 0.0254 Eh
HOMO energy = -9.7 eV
molecular weight = 75.067 g/mol

Geometry (Å):
C1 1.55955 -0.69325 0.17014
C2 -0.93812 -0.61430 -0.11302
H1 1.72120 -0.27579 1.17756
H2 2.27944 -0.24488 -0.35874
H3 1.37158 -1.79000 0.37423
H4 -0.53064 1.43730 0.53926
H5 -0.85099 -1.71699 -0.30730
N1 0.37293 -0.08267 -0.41436
O1 0.59696 1.34961 -0.03548
O2 -1.88817 0.02719 0.17708


*y*
The following is a quantum chemistry calculation of C2H5NO2 in the gas phase, from OMol25.

SMILES string = CONC=O
LUMO level = 0.0366 Eh
HOMO energy = -9.9 eV
molecular weight = 75.067 g/mol

Geometry (Å):
C1 -0.78460 0.93239 -0.83010
C2 0.35859 -0.94498 1.35214
H1 -1.22667 0.83861 -1.90781
H2 0.00619 1.82417 -0.96663
H3 -1.71489 1.11920 -0.26896
H4 1.95889 -0.67608 0.03486
H5 1.13629 -1.68557 1.88040
N1 1.08714 -0.39293 0.21085
O1 0.04007 -0.22086 -0.87468
O2 -0.86100 -0.79394 1.36994


Relative energies, unit hartree: *w* 0.0000; *x* 0.1334; *y* 0.1467


*w*
The following is a quantum chemistry calculation of C4H2N2O in the gas phase, from OMol25.

SMILES string = C#CC(=O)N=C=N
LUMO level = -0.0431 Eh
HOMO energy = -10.5 eV
molecular weight = 94.073 g/mol

Geometry (Å):
C1 -0.96257 -0.95506 0.40968
N1 -1.52476 0.02117 -0.33966
N2 -0.02825 1.75569 -1.08463
C2 -0.56903 0.80194 -0.61069
C3 0.57864 -0.58815 0.48758
C4 1.74881 -0.70136 0.79000
O1 -1.39382 -1.96913 0.88206
H1 -0.62489 2.39800 -1.60270
H2 2.77588 -0.76311 1.06837


*x*
The following is a quantum chemistry calculation of C4H2N2O in the gas phase, from OMol25.

SMILES string = C#Cc1ncon1
LUMO level = 0.0204 Eh
HOMO energy = -10.3 eV
molecular weight = 94.073 g/mol

Geometry (Å):
C1 -2.89360 0.03899 0.04084
C2 -1.69631 -0.03768 -0.03728
C3 -0.25496 -0.00879 -0.00418
C4 1.69265 0.65401 -0.00545
H1 -3.92866 0.13128 0.00908
H2 2.65066 1.15336 0.04757
N1 0.47581 1.16637 -0.01105
N2 0.42009 -1.12594 -0.02444
O1 1.73999 -0.68084 0.02852


Relative energies, unit hartree: *w* 0.0407; *x* 0.0000


*w*
The following is a quantum chemistry calculation of a 6-piece molecular cluster, C5H20FN10O5 overall, from OMol25.

LUMO level = 0.0986 Eh
HOMO energy = -7.1 eV
molecular weight = 319.278 g/mol
total charge = -1

Geometry (Å):
F1 25.42121 -5.54190 -26.13423
C1 27.51881 -7.13770 -28.71748
O1 28.46926 -7.34073 -29.46562
N1 27.66323 -6.79876 -27.41210
N2 26.17999 -7.31536 -29.03965
H1 26.89936 -6.60694 -26.78398
H2 28.58733 -6.94844 -27.03874
H3 26.04310 -7.43598 -30.03405
H4 25.56530 -6.67820 -28.55383
C2 28.46950 -6.26195 -23.60867
O2 28.97776 -6.50189 -22.50833
N3 27.22963 -6.57628 -23.97993
N4 29.15937 -5.47751 -24.51377
H5 26.81384 -6.02649 -24.71876
H6 26.70314 -7.18533 -23.38094
H7 30.14391 -5.37107 -24.36014
H8 28.78818 -5.20645 -25.40671
C3 22.23114 -7.48042 -25.09521
O3 21.16988 -8.03658 -24.80433
N5 22.34750 -6.12267 -25.04550
N6 23.37998 -8.07369 -25.48411
H9 23.21204 -5.72512 -25.38712
H10 21.59881 -5.50463 -24.80475
H11 23.39840 -9.03862 -25.76081
H12 24.18919 -7.53866 -25.77890
C4 24.91352 -3.35267 -23.10614
O4 24.89571 -2.30769 -22.45323
N7 24.06877 -4.42284 -22.97349
N8 25.64504 -3.49526 -24.23915
H13 23.11782 -4.36949 -22.64705
H14 24.09283 -5.07086 -23.73759
H15 26.40203 -2.86004 -24.43620
H16 25.54496 -4.24762 -24.91361
C5 25.01624 -2.76212 -28.59242
O5 24.72294 -1.63795 -29.00666
N9 26.17085 -3.43649 -28.84600
N10 24.17325 -3.46015 -27.78252
H17 26.38606 -4.30973 -28.40186
H18 26.87468 -3.03343 -29.43597
H19 23.35706 -2.98264 -27.45297
H20 24.61206 -4.24458 -27.32178


*x*
The following is a quantum chemistry calculation of a 6-piece molecular cluster, C5H20FN10O5 overall, from OMol25.

LUMO level = 0.0911 Eh
HOMO energy = -6.9 eV
molecular weight = 319.278 g/mol
total charge = -1

Geometry (Å):
F1 0.10186 0.09692 0.03324
C1 1.66881 -2.71108 -1.25048
O1 2.35642 -3.72335 -1.41539
N1 2.06736 -1.50100 -1.40232
N2 0.37553 -2.72264 -0.95098
H1 1.38927 -0.80292 -1.13217
H2 3.01363 -1.20934 -1.60136
H3 -0.16972 -3.54648 -0.74100
H4 0.00646 -1.78488 -0.88405
C2 2.98910 0.33074 1.93664
O2 4.06303 0.44198 2.44570
N3 2.22791 1.33707 1.59480
N4 2.28654 -0.78476 1.88228
H5 2.46134 2.31417 1.69915
H6 1.30040 1.06083 1.30579
H7 2.74009 -1.62220 2.21856
H8 1.44312 -0.75658 1.32735
C3 2.03685 2.03933 -2.52496
O3 2.46089 2.69221 -3.46106
N5 2.45391 2.00001 -1.36777
N6 0.99152 1.33608 -2.56558
H9 3.07617 2.78693 -1.25092
H10 2.00247 1.49296 -0.61997
H11 0.82105 0.91530 -1.66337
H12 0.44758 1.43088 -3.41130
C4 -2.63112 2.33270 0.61515
O4 -3.64746 2.95164 0.96798
N7 -1.62025 2.22228 1.37239
N8 -2.54139 1.82371 -0.55599
H13 -0.87860 1.55791 1.20303
H14 -1.45123 2.73092 2.22843
H15 -1.73154 1.25942 -0.77005
H16 -3.26374 1.65939 -1.24250
C5 -3.18589 -2.21163 1.37057
O5 -2.83185 -2.93553 2.29027
N9 -2.45095 -1.37359 0.77584
N10 -4.41946 -2.26066 0.98476
H17 -1.48824 -1.27631 1.06538
H18 -2.83030 -0.89221 -0.02694
H19 -4.60121 -1.74806 0.13369
H20 -5.03822 -2.94998 1.38733


Relative energies, unit hartree: *w* 0.0000; *x* 0.1234